[1]
Molecular formula: C22H22AgN2O4P
Method: DFT, ωB97M-V/def2-TZVPD

The geometry in XYZ format:
```
52
Properties=species:S:1:pos:R:3:forces:R:3
Ag -0.639 -1.409 -0.857 0.1 0.4 0.3
O 2.536 -1.435 3.489 3.7 0.1 1.3
C 1.637 -1.221 2.717 -3.8 -0.6 0.6
O 1.772 -0.389 1.642 -0.1 1.6 -1.3
C 0.365 -1.856 2.897 1.9 -0.8 0.0
C 0.404 -2.741 4.046 -1.5 0.1 0.1
C -0.739 -3.513 4.284 1.7 0.6 -0.1
C -1.694 -3.568 3.297 -1.8 0.2 -1.6
C -1.544 -2.811 2.103 0.3 0.5 1.1
N -0.559 -1.916 1.907 -1.1 -1.1 -0.3
C -2.652 -2.889 1.072 -0.2 0.9 -1.8
O -3.811 -3.150 1.438 0.6 -0.2 0.1
O -2.307 -2.586 -0.141 -1.1 -1.0 1.7
H 1.284 -2.650 4.688 -0.7 -0.3 -0.1
H -0.877 -4.083 5.188 0.2 -0.2 0.3
H -2.665 -4.102 3.361 0.9 0.3 0.2
N -3.422 0.444 -1.300 0.0 -1.1 0.3
C -2.605 1.557 -1.112 -0.3 0.5 -0.1
C -3.002 2.552 -0.174 -0.5 -1.3 -0.8
C -2.319 3.736 -0.107 -1.2 0.8 1.4
C -1.207 3.972 -0.880 1.2 0.6 -0.6
C -0.767 3.031 -1.810 -1.7 -0.9 1.1
C -1.508 1.816 -1.955 1.5 1.3 0.5
C -1.077 0.883 -3.007 0.0 0.5 -0.5
C -0.840 1.419 -4.280 -0.6 -0.2 -0.7
C -0.881 0.602 -5.417 0.8 0.8 0.3
C -0.933 -0.746 -5.218 -0.4 -1.3 0.4
C -0.888 -1.255 -3.909 -0.2 -1.3 -0.8
C -0.981 -0.488 -2.760 0.6 -0.2 -0.1
H -3.783 0.039 -0.416 0.4 0.3 -1.0
H -3.003 -0.308 -1.898 -0.4 1.0 1.0
H -3.935 2.349 0.384 0.7 0.3 -0.2
H -2.739 4.503 0.595 0.7 -0.6 -0.7
H -0.653 4.903 -0.740 -0.1 -0.2 -0.1
H 0.136 3.176 -2.381 0.0 0.1 -0.1
H -0.716 2.482 -4.452 -0.3 0.1 0.3
H -0.787 1.022 -6.416 -0.1 0.0 0.1
H -1.058 -1.460 -6.033 0.2 0.2 0.0
H -0.855 -2.361 -3.824 0.1 0.7 0.0
C 4.260 -0.829 0.611 -0.3 0.0 -1.3
P 3.105 0.369 1.269 -0.2 -1.9 0.8
C 4.036 0.871 2.702 -0.2 0.0 0.3
C 2.559 1.826 0.438 0.4 1.3 -1.2
H 4.237 -1.774 1.193 -0.1 0.6 0.1
H 5.243 -0.337 0.659 0.0 -0.4 -0.4
H 3.893 -1.022 -0.407 0.7 -0.2 0.1
H 3.516 0.406 3.555 0.3 0.6 -0.1
H 4.054 1.954 2.655 0.3 0.2 0.7
H 5.032 0.413 2.622 -0.3 0.4 0.2
H 3.192 2.085 -0.424 0.1 -0.2 0.4
H 2.617 2.703 1.121 -0.1 -0.4 -0.1
H 1.569 1.785 -0.014 -0.2 -0.5 0.3
```
Forces are in eV/Å.

Results
**HOMO (alpha / beta)**: 0.0757 / 0.0757 hartree
**Net charge**: -2
**ΔE to the lowest compared entry with this formula, charge and spin**: 3.9999 eV
**Spin multiplicity**: 1
**Max |F|**: 3.96 eV/Å

---

[2]
Molecular formula: C25H35NO5
Method: DFT, ωB97M-V/def2-TZVPD

The geometry in XYZ format:
```
66
Properties=species:S:1:pos:R:3:forces:R:3
C 4.132 0.824 2.581 -0.2 0.3 0.0
C 3.023 1.712 2.017 0.2 -0.3 0.1
N 2.260 1.031 0.985 0.0 0.0 -0.1
C 2.507 1.509 -0.358 0.2 -0.1 0.0
C 3.852 1.008 -0.901 -0.1 0.2 -0.2
C 3.882 1.017 -2.434 -0.2 -0.3 0.1
C 3.370 -0.292 -3.039 0.7 0.1 -0.2
O 2.054 -0.610 -2.598 -0.3 0.1 0.0
C 1.930 -1.595 -1.691 0.2 -0.3 0.1
O 2.859 -2.258 -1.293 -0.1 0.1 0.0
C 0.536 -1.780 -1.240 -0.4 0.1 0.0
C -0.540 -1.118 -1.811 0.4 -0.1 0.0
C -1.823 -1.350 -1.342 -0.3 -0.1 0.2
C -2.049 -2.229 -0.293 0.0 -0.1 0.1
O -3.260 -2.542 0.222 0.4 -0.1 0.1
C -4.417 -2.044 -0.410 -0.2 0.1 -0.1
C -0.948 -2.888 0.310 -0.1 0.0 0.0
O -1.257 -3.717 1.342 -0.2 0.2 -0.2
C -0.205 -4.399 1.980 0.2 -0.1 0.1
C 0.322 -2.665 -0.178 0.0 0.0 0.0
C 0.870 0.760 1.285 -0.1 0.0 0.2
C 0.747 -0.236 2.434 0.0 0.1 -0.3
C 0.014 2.035 1.551 0.2 -0.3 -0.2
C -1.336 1.906 0.917 0.0 0.2 0.0
C -1.508 2.211 -0.426 0.0 0.0 0.2
C -2.735 2.073 -1.050 -0.3 0.0 -0.2
C -3.827 1.614 -0.326 0.0 0.0 0.1
O -5.085 1.423 -0.838 0.2 0.0 0.4
C -5.325 1.784 -2.174 0.0 0.0 -0.2
C -3.664 1.296 1.022 -0.2 0.0 -0.2
C -2.435 1.441 1.629 0.0 0.0 -0.1
H 4.673 1.354 3.363 0.1 0.0 0.1
H 4.831 0.543 1.800 0.1 -0.1 -0.1
H 3.708 -0.083 3.001 0.0 -0.1 0.1
H 2.363 2.014 2.835 0.0 0.1 0.0
H 3.473 2.628 1.610 -0.1 0.0 0.0
H 2.485 2.613 -0.420 -0.1 0.0 -0.1
H 1.711 1.129 -1.000 0.0 0.1 0.0
H 4.659 1.633 -0.515 0.1 0.0 0.1
H 4.012 -0.008 -0.539 0.0 0.0 0.1
H 3.284 1.851 -2.806 0.0 0.1 -0.1
H 4.905 1.151 -2.791 0.0 0.0 -0.1
H 3.320 -0.213 -4.130 0.0 -0.1 0.1
H 4.036 -1.117 -2.762 -0.1 0.2 -0.1
H -0.379 -0.430 -2.625 0.0 0.1 -0.1
H -2.650 -0.834 -1.799 -0.1 0.0 0.0
H -4.486 -0.957 -0.332 0.0 -0.1 0.0
H -5.254 -2.495 0.121 0.0 0.0 -0.1
H -4.455 -2.341 -1.463 0.0 0.0 0.0
H 0.325 -5.061 1.288 0.0 0.0 0.0
H 0.509 -3.703 2.432 0.0 0.0 0.0
H -0.674 -4.994 2.762 0.1 0.0 0.0
H 1.186 -3.158 0.236 0.0 -0.1 0.1
H 0.461 0.269 0.395 0.0 0.1 0.1
H 1.071 0.197 3.377 0.0 0.1 0.2
H -0.289 -0.552 2.531 -0.2 -0.1 0.1
H 1.361 -1.107 2.220 0.0 -0.1 0.0
H -0.089 2.198 2.625 0.0 0.1 0.0
H 0.533 2.895 1.123 0.0 0.1 0.0
H -0.666 2.571 -1.000 0.1 0.1 -0.1
H -2.825 2.329 -2.095 0.0 0.0 -0.1
H -5.127 2.847 -2.346 0.0 0.0 0.0
H -6.380 1.582 -2.350 0.1 0.0 0.0
H -4.724 1.187 -2.870 0.0 0.0 0.0
H -4.521 0.942 1.574 -0.1 0.0 0.1
H -2.331 1.197 2.676 0.0 0.0 0.1
```
Forces are in eV/Å.

Results
**HOMO**: -0.2869 hartree
**Net charge**: 0
**SMILES**: CCN(CCCCOC(=O)c1ccc(OC)c(OC)c1)[C@@H](C)Cc1ccc(OC)cc1
**ΔE to the lowest compared entry with this formula, charge and spin**: 0.0940 eV
**Spin multiplicity**: 1
**Max |F|**: 0.75 eV/Å

---

[3]
Molecular formula: C30H42ErN9O5Sb
Method: DFT, ωB97M-V/def2-TZVPD

The geometry in XYZ format:
```
88
Properties=species:S:1:pos:R:3:forces:R:3
Er -2.038 -0.289 -1.505 0.7 0.1 2.2
O -4.544 1.745 2.003 0.8 -0.1 -0.2
C -4.129 3.045 1.990 -1.3 -0.4 0.3
C -4.766 3.930 2.912 1.0 1.4 -1.7
C -4.582 5.314 2.688 -0.1 -0.6 0.8
C -3.600 5.773 1.809 0.9 0.3 -0.9
C -2.896 4.873 1.015 -0.4 -0.8 0.3
C -3.217 3.478 1.013 0.0 0.9 0.3
C -2.632 2.475 0.077 0.9 0.5 0.8
O -3.256 1.365 -0.135 0.6 -0.3 -0.8
N -1.409 2.754 -0.407 -0.6 -0.4 0.0
N -1.043 1.780 -1.273 2.4 1.3 -2.7
C -0.007 2.064 -2.100 -2.2 0.9 3.5
C 0.276 1.272 -3.234 0.3 -2.3 -1.2
C 1.389 1.482 -4.085 -0.2 0.3 1.0
C 1.789 0.463 -4.912 0.5 -0.6 -1.3
C 1.019 -0.698 -5.024 -0.2 -0.4 -0.1
C -0.108 -0.816 -4.237 -0.4 1.0 0.3
N -0.508 0.140 -3.375 1.1 0.3 0.1
H -4.092 1.298 1.217 -0.8 0.6 0.8
H -5.433 3.597 3.687 -0.2 -0.4 -0.1
H -5.187 6.063 3.228 0.4 -0.6 -0.1
H -3.312 6.847 1.690 -0.6 -1.0 0.3
H -2.093 5.234 0.397 0.1 0.0 -0.3
H 0.626 2.897 -1.794 -0.2 0.2 -0.5
H 2.009 2.385 -4.041 -0.5 -0.3 0.3
H 2.714 0.570 -5.517 -0.8 0.0 0.5
H 1.201 -1.536 -5.705 0.4 0.5 0.2
H -0.742 -1.693 -4.286 0.1 -0.1 -0.1
O 1.086 -3.901 -1.416 -1.4 -0.2 1.2
C 0.219 -4.707 -0.710 -1.2 1.6 -0.5
C 0.645 -5.890 -0.183 -0.9 -1.6 1.6
C -0.235 -6.741 0.568 0.0 0.9 -1.7
C -1.602 -6.478 0.578 -0.6 0.4 0.1
C -2.080 -5.263 0.021 1.6 -1.1 0.5
C -1.205 -4.337 -0.511 1.2 1.3 -0.9
C -1.649 -2.931 -0.931 0.4 -0.9 -0.7
O -2.828 -2.413 -0.850 1.2 -1.1 -0.3
O -0.702 -2.202 -1.468 -1.6 0.4 0.6
H 0.561 -3.033 -1.460 0.9 -0.8 -0.4
H 1.660 -6.209 -0.257 0.6 0.1 -0.2
H 0.141 -7.677 0.971 0.0 0.3 0.1
H -2.323 -7.186 1.037 0.6 0.6 -0.4
H -3.107 -5.056 -0.024 -1.3 0.3 0.3
N -5.511 -1.671 -2.974 -1.4 -0.6 -0.5
N -5.034 -0.460 -3.321 1.2 3.4 -0.1
N -5.694 0.482 -4.033 1.4 -1.4 1.3
C -4.869 1.547 -3.950 1.0 -0.7 0.6
N -3.741 1.303 -3.242 -1.6 -1.9 0.9
N -3.886 0.019 -2.749 -2.9 1.4 -3.8
H -5.835 -2.281 -3.732 0.1 0.9 -0.1
H -4.835 -2.145 -2.435 1.0 -0.6 0.9
H -5.089 2.534 -4.370 0.1 -0.7 0.0
N -1.948 -0.756 1.129 0.1 -0.3 0.2
H -2.125 0.096 1.681 0.1 -0.7 -0.2
H -1.205 -1.291 1.599 0.0 0.6 -0.3
H -2.752 -1.392 1.230 0.1 0.7 0.0
C 2.642 3.122 1.870 0.1 -0.1 -0.1
C 3.685 2.087 1.515 -0.1 -1.3 -1.2
C 4.235 2.279 0.074 -0.6 0.4 -0.2
Sb 2.667 0.108 1.423 -0.2 -0.2 0.5
C 2.399 -0.433 3.617 1.2 -0.5 -1.8
C 3.761 -0.817 4.227 0.3 0.5 1.1
C 1.673 0.750 4.217 -1.0 -0.6 0.1
C 4.283 -1.325 0.876 -0.2 1.6 0.9
C 5.668 -0.752 1.225 0.7 -0.7 -1.3
C 4.086 -1.649 -0.574 -0.2 -1.1 -1.5
H 2.989 4.137 1.638 0.0 -0.1 0.4
H 2.361 2.975 2.909 -0.1 0.6 0.1
H 1.745 2.974 1.272 -0.3 0.0 -0.1
H 4.450 1.995 2.275 0.4 0.2 0.0
H 3.375 2.323 -0.657 0.7 0.1 0.7
H 4.872 1.479 -0.303 0.0 -0.1 0.3
H 4.822 3.208 -0.026 -0.3 -0.1 0.1
H 1.797 -1.359 3.535 -0.1 0.7 0.2
H 4.564 -0.895 3.490 -0.2 0.1 0.3
H 3.729 -1.808 4.717 -0.1 0.5 0.0
H 4.092 -0.046 4.996 -0.4 -0.9 -0.8
H 2.382 1.518 4.561 -0.4 -0.1 -0.4
H 1.096 0.409 5.094 0.1 0.4 -0.2
H 0.939 1.110 3.443 0.6 0.2 1.0
H 4.021 -2.133 1.551 0.1 -0.4 -0.1
H 5.946 -0.018 0.440 -0.1 -0.4 0.6
H 6.467 -1.549 1.171 -0.8 0.7 0.2
H 5.718 -0.246 2.183 0.1 -0.1 0.0
H 4.466 -0.891 -1.268 0.2 0.2 0.4
H 3.021 -1.723 -0.866 0.3 -0.3 0.3
H 4.567 -2.603 -0.920 -0.3 0.6 0.5
```
Forces are in eV/Å.

Results
**HOMO (alpha / beta)**: -0.3584 / -0.3584 hartree
**Net charge**: +1
**Spin multiplicity**: 4
**Max |F|**: 5.01 eV/Å

---

[4]
Molecular formula: C21H27N3O4S
Method: DFT, ωB97M-V/def2-TZVPD

The geometry in XYZ format:
```
56
Properties=species:S:1:pos:R:3:forces:R:3
C -6.832 -0.736 -0.111 0.3 -0.3 0.1
C -6.115 -1.927 0.518 -0.5 0.2 0.1
O -4.834 -2.148 -0.039 0.4 0.0 -0.1
C -3.787 -1.362 0.314 0.4 0.1 -0.1
C -3.826 -0.358 1.279 -0.2 -0.1 0.0
C -2.687 0.371 1.572 0.0 0.0 0.1
C -1.512 0.094 0.906 0.5 0.3 0.1
S -0.075 1.068 1.282 -0.6 0.2 0.1
O -0.154 1.553 2.631 -0.2 0.1 0.0
O 1.114 0.327 0.935 -0.4 -0.1 -0.2
N -0.315 2.398 0.279 0.0 -0.8 0.7
C 0.209 3.668 0.745 0.1 0.5 0.4
C 1.507 4.057 0.023 0.0 -0.2 0.0
C 2.263 2.793 -0.386 0.0 0.2 -0.1
C 1.447 2.018 -1.430 -0.2 -0.2 0.1
C 1.814 0.536 -1.568 0.2 0.5 -0.5
O 1.015 -0.281 -1.985 -0.2 -0.2 -0.1
N 3.107 0.230 -1.347 0.4 -0.1 0.2
C 3.608 -1.123 -1.461 -0.1 -0.1 -0.3
C 4.319 -1.582 -0.220 0.2 0.0 0.1
C 5.523 -2.272 -0.296 -0.2 0.1 0.1
C 6.135 -2.674 0.881 0.1 -0.1 -0.3
N 5.638 -2.429 2.081 0.3 -0.2 0.4
C 4.491 -1.773 2.152 -0.3 0.1 -0.1
C 3.790 -1.329 1.042 0.1 -0.1 -0.1
C -0.059 2.144 -1.117 0.0 -0.3 -0.5
C -1.454 -0.902 -0.054 0.0 -0.1 0.0
C -2.583 -1.635 -0.366 -0.2 0.0 0.1
C -2.551 -2.710 -1.405 0.0 0.0 0.0
H -6.921 -0.885 -1.184 0.0 0.0 -0.1
H -6.284 0.186 0.064 0.0 0.1 0.0
H -7.827 -0.642 0.315 -0.1 0.0 0.0
H -6.665 -2.847 0.299 0.1 0.1 0.1
H -6.052 -1.817 1.607 0.0 -0.1 -0.1
H -4.735 -0.137 1.815 -0.1 0.0 0.0
H -2.693 1.147 2.320 -0.1 0.1 0.1
H -0.561 4.434 0.595 0.1 -0.1 0.1
H 0.375 3.552 1.817 0.0 0.3 -0.1
H 2.123 4.670 0.681 0.0 0.1 0.0
H 1.280 4.645 -0.870 0.0 0.1 0.0
H 2.406 2.173 0.501 0.2 0.0 -0.1
H 3.240 3.069 -0.791 0.0 -0.1 0.1
H 1.624 2.450 -2.423 0.0 -0.1 0.1
H 3.713 0.902 -0.907 -0.1 0.1 0.0
H 4.282 -1.192 -2.325 -0.1 -0.1 0.1
H 2.735 -1.756 -1.653 0.2 0.1 0.0
H 5.973 -2.495 -1.252 0.1 0.0 -0.1
H 7.073 -3.214 0.865 0.1 0.0 -0.1
H 4.116 -1.596 3.151 -0.1 0.1 0.1
H 2.853 -0.804 1.148 0.0 0.0 0.1
H -0.508 2.963 -1.685 0.0 -0.1 0.1
H -0.562 1.216 -1.394 0.0 0.2 -0.2
H -0.521 -1.094 -0.560 0.1 -0.1 -0.1
H -2.715 -3.682 -0.943 0.0 -0.1 0.0
H -3.350 -2.556 -2.128 0.0 -0.1 -0.1
H -1.594 -2.711 -1.917 0.1 0.0 -0.1
```
Forces are in eV/Å.

Results
**HOMO**: -0.3195 hartree
**Net charge**: 0
**SMILES**: CCOc1ccc(S(=O)(=O)N2CCC[C@@H](C(=O)NCc3ccncc3)C2)cc1C
**ΔE to the lowest compared entry with this formula, charge and spin**: 2.2199 eV
**Spin multiplicity**: 1
**Max |F|**: 1.07 eV/Å